Run P
Below is 3 unconnected molecules or ions with the total composition C4H14O3, with properties calculated with ωB97M-V/def2-TZVPD.

Each line ends with the natural charge from an NBO analysis.
Geometry (Å):
C 1.3896 -1.2971 -1.1727  -0.600
C 0.8376 -0.8532 0.1817  -0.440
C 1.0421 0.6185 0.4976  0.098
C 0.0753 1.1285 1.5616  -0.629
O 0.8754 1.4459 -0.6761  -0.755
H 2.3224 -0.7910 -1.4121  0.193
H 0.6936 -1.0271 -1.9674  0.208
H 1.5024 -2.3625 -1.1898  0.216
H -0.2211 -1.0980 0.2139  0.211
H 1.3143 -1.4387 0.9544  0.209
H 2.0415 0.8108 0.9177  0.163
H 0.2982 2.1700 1.7731  0.224
H -0.9470 1.0957 1.1615  0.214
H 0.0584 0.3957 2.3610  0.213
H 1.7541 1.5794 -1.0415  0.481
H -0.9851 0.7905 -1.1431  0.496
H -2.1060 0.8327 -2.1880  0.479
O -1.9431 0.6855 -1.2464  -0.976
H -2.2414 -1.0637 1.4750  0.463
H -2.8258 -0.4853 0.1177  0.501
O -2.9355 -1.1367 0.8220  -0.968

Computed properties:
- HOMO: -10.7659 eV
- Kohn-Sham gap: 11.340 eV
- Structure (SMILES): CC[C@H](C)O.O.O
- Total charge: 0

Run Q
Below is 4 unconnected molecules or ions with the total composition C4H14O3, with properties calculated with ωB97M-V/def2-TZVPD.

Each line ends with the natural charge from an NBO analysis.
Geometry (Å):
C -2.1763 -1.3780 -0.7892  -0.645
C -1.4813 -0.5555 0.2500  -0.203
C -1.6856 0.7631 0.3677  -0.201
C -1.1423 1.6252 1.4562  -0.650
H -2.7946 -0.7473 -1.4312  0.209
H -1.4754 -1.8243 -1.5023  0.219
H -2.7797 -2.1686 -0.3638  0.219
H -0.8466 -1.0735 0.9622  0.208
H -2.4645 1.1462 -0.2852  0.195
H -0.8800 1.0834 2.3612  0.218
H -0.2997 2.2194 1.0966  0.229
H -1.8951 2.3529 1.7722  0.214
H 1.5238 0.7869 -1.1841  0.500
H 0.0616 0.3495 -1.1007  0.486
O 0.8424 0.2968 -1.6986  -0.980
H 2.4662 -2.2749 -0.3107  0.482
H 1.3682 -1.1656 -0.6760  0.504
O 1.8254 -1.6316 0.0337  -0.993
H 3.1613 1.3090 1.1108  0.475
H 2.5065 -0.0040 0.6643  0.503
O 2.4373 0.9693 0.5853  -0.990

Computed properties:
- HOMO: -9.3689 eV
- Kohn-Sham gap: 10.070 eV
- Structure (SMILES): C/C=C/C.O.O.O
- Total charge: 0

Run R
Below is 4 unconnected molecules or ions with the total composition C4H14O3, with properties calculated with ωB97M-V/def2-TZVPD.

Each line ends with the natural charge from an NBO analysis.
Geometry (Å):
C 0.2045 0.9734 0.8949  -0.655
C 1.4424 0.3119 0.3657  0.021
C 2.3011 0.8943 -0.4701  -0.430
C 1.7185 -1.0953 0.8895  -0.665
H 0.0775 1.9685 0.4646  0.217
H -0.6799 0.4024 0.6263  0.216
H 0.1828 1.1011 1.9766  0.225
H 3.2724 0.4751 -0.7007  0.198
H 2.1685 1.9297 -0.7648  0.196
H 2.7194 -1.1744 1.2980  0.229
H 0.8850 -1.3716 1.5349  0.226
H 1.6442 -1.8164 0.0664  0.216
H -1.0339 -0.6575 -2.4579  0.487
H 0.2536 -0.8749 -1.5630  0.493
O -0.5284 -1.2752 -1.9295  -0.961
H -1.5258 -1.1487 -0.2316  0.486
H -2.7584 -1.9395 0.1468  0.475
O -2.1171 -1.3270 0.5310  -0.972
H -2.6634 0.7821 -0.3805  0.475
H -2.7191 2.1324 0.2773  0.468
O -2.8439 1.7095 -0.5740  -0.945

Computed properties:
- HOMO: -9.5953 eV
- Kohn-Sham gap: 10.168 eV
- Structure (SMILES): C=C(C)C.O.O.O
- Total charge: 0

Last place for stability: run R

Run P
Below is 3 unconnected molecules or ions with the total composition C4H14O3, with properties calculated with ωB97M-V/def2-TZVPD.

Each line ends with the natural charge from an NBO analysis.
Geometry (Å):
C 1.8501 1.1795 -2.4242  -0.063
O 2.2371 1.9616 -3.5667  -0.708
C 1.9481 1.9876 -1.1533  -0.434
C 1.1846 1.4687 0.0964  -0.391
C 0.4616 0.1354 -0.0312  -0.613
H 2.4945 0.3068 -2.3495  0.164
H 0.8681 0.7290 -2.5950  0.162
H 2.3789 2.8289 -3.1863  0.461
H 3.0053 2.0650 -0.9013  0.206
H 1.6052 3.0078 -1.3374  0.196
H 1.9527 1.3900 0.8701  0.202
H 0.4700 2.1954 0.4752  0.203
H -0.1602 0.0236 0.8017  0.204
H -0.1693 0.0953 -0.9279  0.202
H 1.0710 -0.7434 -0.2509  0.208
H -1.9076 -1.9554 2.4439  0.473
H -3.1991 -1.2579 2.8483  0.472
O -2.6822 -2.0453 3.0120  -0.945
H -4.4830 -4.0950 3.4067  0.473
H -4.1577 -4.5428 2.0232  0.466
O -4.7682 -4.7348 2.7460  -0.939

Computed properties:
- HOMO: -10.3102 eV
- Kohn-Sham gap: 10.678 eV
- Structure (SMILES): CCCCO.O.O
- Total charge: 0

Run Q
Below is 3 unconnected molecules or ions with the total composition C4H14O3, with properties calculated with ωB97M-V/def2-TZVPD.

Each line ends with the natural charge from an NBO analysis.
Geometry (Å):
C -1.1767 0.0619 -1.0144  -0.613
C -0.5663 -1.2564 -0.5257  -0.409
C 0.7384 -1.1970 0.2754  0.098
C 1.2084 -2.6220 0.5795  -0.627
O 0.4068 -0.5507 1.5200  -0.741
H -0.4599 0.7210 -1.5038  0.209
H -1.5098 0.6857 -0.1932  0.213
H -1.9375 -0.1943 -1.7409  0.211
H -1.3143 -1.7056 0.1358  0.206
H -0.4109 -1.9071 -1.3855  0.201
H 1.4601 -0.5891 -0.2696  0.157
H 2.1013 -2.6087 1.2147  0.204
H 0.3959 -3.0732 1.1308  0.216
H 1.3882 -3.1899 -0.3300  0.213
H 1.2035 -0.3693 2.0274  0.463
H 1.0199 1.7534 1.0399  0.487
H 1.2101 3.2771 0.8113  0.479
O 0.5682 2.5623 0.7763  -0.958
H -2.2083 3.3158 -1.0059  0.462
H -0.7910 3.1866 -0.4562  0.491
O -1.3261 3.6993 -1.0858  -0.962

Computed properties:
- HOMO: -10.7149 eV
- Kohn-Sham gap: 11.174 eV
- Structure (SMILES): CC[C@H](C)O.O.O
- Total charge: 0

Run R
Below is 3 unconnected molecules or ions with the total composition C4H14O3, with properties calculated with ωB97M-V/def2-TZVPD.

Each line ends with the natural charge from an NBO analysis.
Geometry (Å):
C -0.9318 -0.8571 -1.1109  -0.613
C 0.5583 -0.5727 -1.0254  -0.419
C 1.0146 0.9322 -0.8508  0.091
C 2.2787 1.1169 -1.6189  -0.637
O 1.2296 1.3600 0.4606  -0.742
H -1.2838 -1.2147 -2.0559  0.204
H -1.5102 0.0392 -0.7300  0.209
H -1.1213 -1.6189 -0.4315  0.228
H 0.9244 -1.1352 -0.1429  0.214
H 0.9898 -0.8952 -1.9679  0.209
H 0.1850 1.5662 -1.2729  0.153
H 2.8574 2.1130 -1.5330  0.204
H 3.0529 0.4320 -1.2584  0.215
H 2.1059 0.9671 -2.7232  0.213
H 1.2727 2.3257 0.4061  0.480
H 0.1483 0.3712 1.7800  0.508
H -0.6370 0.0906 3.0046  0.465
O -0.6828 -0.0753 2.0733  -0.975
H -3.5477 -1.9447 1.9661  0.457
H -2.2033 -1.2614 1.8738  0.492
O -2.8907 -1.7285 1.3063  -0.956

Computed properties:
- HOMO: -10.5577 eV
- Kohn-Sham gap: 11.212 eV
- Structure (SMILES): CC[C@H](C)O.O.O
- Total charge: 0

Run S
Below is 4 unconnected molecules or ions with the total composition C4H14O3, with properties calculated with ωB97M-V/def2-TZVPD.

Each line ends with the natural charge from an NBO analysis.
Geometry (Å):
C 0.5531 1.3311 1.1823  -0.679
C 0.1306 2.2432 -0.0341  0.085
C -0.7976 1.9499 -0.9414  -0.460
C 1.1876 3.3779 -0.1682  -0.666
H 1.1696 0.5178 0.7273  0.227
H 1.1552 2.0292 1.7753  0.220
H -0.4112 0.9123 1.4590  0.229
H -0.9254 2.5263 -1.8605  0.194
H -1.1749 0.9398 -1.1293  0.191
H 1.0669 4.2206 0.5114  0.218
H 2.2333 3.0416 -0.1088  0.221
H 0.8697 3.6810 -1.1780  0.218
H -0.7350 -2.1328 2.8855  0.477
H 0.5524 -1.9881 2.0284  0.479
O -0.3111 -2.4041 2.0697  -0.953
H -1.2627 -2.7772 0.0306  0.481
H -0.7272 -3.2920 -1.2171  0.459
O -1.4944 -3.4311 -0.6464  -0.943
H -0.1940 -1.2222 -1.6080  0.465
H 0.8810 -1.7628 -2.3691  0.467
O 0.7425 -1.4307 -1.4698  -0.929

Computed properties:
- HOMO: -9.4512 eV
- Kohn-Sham gap: 9.907 eV
- Structure (SMILES): C=C(C)C.O.O.O
- Total charge: 0

Last place for stability: run S

Run P
Below is 2 unconnected molecules or ions with the total composition C3H4ClI, with properties calculated with ωB97M-V/def2-TZVPD.

Each line ends with the natural charge from an NBO analysis.
Geometry (Å):
C -1.3488 0.6686 -0.5390  -0.341
C -0.0818 0.6226 -0.7725  -0.308
C 1.2119 -1.0714 1.2298  -0.364
Cl -2.4431 1.5221 -1.6091  -0.062
I 1.1865 1.1576 -2.1746  0.310
H -1.9880 0.2343 0.1588  0.234
H 0.7173 -0.2191 1.5001  0.181
H 1.8907 -0.9897 0.5076  0.177
H 0.8553 -1.9250 1.6990  0.174

Computed properties:
- HOMO: -7.7902 eV
- Kohn-Sham gap: 5.780 eV
- Total charge: 0

Run Q
Below is a single C3H4ClI molecule, with properties calculated with ωB97M-V/def2-TZVPD.

Each line ends with the natural charge from an NBO analysis.
Geometry (Å):
C 0.0834 0.3987 -0.1182  -0.559
C 0.9776 -0.7651 -0.6784  -0.166
C -1.1656 0.2303 0.8526  -0.269
Cl 2.3290 -1.2286 0.2114  0.036
I -2.9829 -0.2988 -0.0111  0.146
H 0.7608 1.0620 0.4259  0.228
H -0.2923 0.9312 -0.9931  0.224
H 0.4660 -1.5784 -1.1798  0.185
H -0.9682 -0.3661 1.7363  0.176

Computed properties:
- HOMO (spin up / spin down): -8.5128 / -8.6031 eV
- Kohn-Sham gap (spin up / spin down): 7.732 / 8.298 eV
- Total charge: 0

Last place for stability: run P